This record from OMol25 describes a structure of composition C41H59N7O2PRb. The level of theory is ωB97M-V/def2-TZVPD.

The geometry in XYZ format:
```
111
Properties=species:S:1:pos:R:3:lowdin_charge:R:1
Rb 0.33004 -0.17615 0.23253 0.728
C -1.01658 3.14114 1.53928 -0.215
C -1.37657 3.46470 0.09142 -0.210
N -0.60948 2.70062 -0.88461 -0.078
C -1.30386 2.45325 -2.13709 -0.164
C -2.50615 1.55836 -1.91838 -0.283
C -3.72221 1.82454 -2.53827 -0.021
C -4.80062 1.00002 -2.26282 -0.052
C -4.63566 -0.04032 -1.36298 -0.016
C -3.38314 -0.24079 -0.79247 -0.264
C -3.14748 -1.36925 0.18859 -0.161
N -2.31775 -0.98980 1.30806 -0.112
C -2.86702 -0.10880 2.31916 -0.199
C -2.68457 1.38621 2.04014 -0.217
N -1.28905 1.76326 1.91010 -0.110
N -2.34243 0.53550 -1.08591 0.135
H -1.55553 3.86584 2.17286 0.116
H 0.05197 3.32018 1.68788 0.115
H -1.27300 4.55001 -0.04682 0.120
H -2.43499 3.24571 -0.06535 0.107
H 0.29288 3.12372 -1.05897 0.092
H -0.60809 1.95528 -2.81969 0.121
H -1.64487 3.37206 -2.63690 0.118
H -3.81761 2.67216 -3.20448 0.111
H -5.76364 1.18200 -2.72257 0.108
H -5.46230 -0.68473 -1.09360 0.111
H -2.61935 -2.16477 -0.34625 0.129
H -4.12444 -1.77638 0.49247 0.118
H -1.83422 -1.78478 1.69917 0.089
H -2.37702 -0.34301 3.26789 0.105
H -3.94353 -0.28196 2.47524 0.119
H -3.19645 1.93598 2.84825 0.120
H -3.20131 1.64423 1.11518 0.099
H -0.75464 1.50017 2.72913 0.094
O 2.20545 -4.42836 1.58621 0.062
C 1.40642 -3.50566 1.51793 -0.483
N 0.90140 -2.93489 0.39633 0.064
C 1.73115 -2.74821 -0.63712 -0.549
O 2.96339 -2.63029 -0.62302 0.014
C 1.06881 -2.56083 -1.99259 -0.221
C 1.69845 -3.12961 -3.09887 -0.002
C 1.12636 -2.97277 -4.34664 -0.061
C -0.04048 -2.22774 -4.46075 -0.065
C -0.57852 -1.67817 -3.31057 -0.144
N -0.04816 -1.84204 -2.09822 0.047
C 0.86929 -2.98945 2.84668 -0.200
C 0.85279 -3.86960 3.92687 0.002
C 0.45680 -3.40897 5.16704 -0.055
C 0.12362 -2.06794 5.30334 -0.063
C 0.18518 -1.26430 4.17916 -0.159
N 0.52780 -1.70345 2.96728 0.082
H 2.61980 -3.67449 -2.94985 0.121
H 1.58394 -3.41702 -5.22164 0.108
H -0.52179 -2.07115 -5.41657 0.101
H -1.47790 -1.07047 -3.35493 0.099
H 1.17114 -4.88829 3.75938 0.118
H 0.42301 -4.07568 6.01928 0.108
H -0.17122 -1.64840 6.25565 0.102
H -0.04849 -0.20651 4.25877 0.096
C 5.15059 5.47933 0.69690 -0.201
C 3.72688 5.32626 0.17281 -0.200
C 3.54427 3.94281 -0.47086 -0.211
C 4.36372 2.84686 0.24836 -0.455
C 4.53728 3.22635 1.72109 -0.214
C 5.39505 4.49517 1.85384 -0.184
P 3.50894 1.20855 0.09066 1.073
C 3.84485 0.61990 -1.64382 -0.425
C 2.73956 1.08504 -2.60830 -0.229
C 3.08298 0.64993 -4.03063 -0.185
C 4.33611 1.38261 -4.54675 -0.187
C 5.23003 1.86055 -3.39475 -0.198
C 5.25320 0.85369 -2.24732 -0.182
C 4.48334 -0.03056 1.06615 -0.443
C 3.95600 -0.19452 2.49977 -0.216
C 4.40561 -1.55226 3.06191 -0.173
C 5.81698 -1.92870 2.57309 -0.187
C 6.62987 -0.67470 2.26232 -0.196
C 6.02087 0.06731 1.06199 -0.190
H 5.34016 6.50275 1.02447 0.105
H 5.84982 5.28104 -0.12088 0.112
H 3.48570 6.10769 -0.55013 0.107
H 3.02763 5.44845 1.00604 0.110
H 3.84076 3.98852 -1.51962 0.093
H 2.48280 3.67191 -0.45530 0.078
H 5.36176 2.79592 -0.19919 0.105
H 4.99835 2.41318 2.28281 0.085
H 3.54803 3.38162 2.16488 0.116
H 6.45171 4.21865 1.88218 0.108
H 5.17514 4.97975 2.80829 0.107
H 3.70226 -0.46138 -1.52826 0.088
H 2.61131 2.17286 -2.57415 0.100
H 1.78736 0.64463 -2.30326 0.073
H 2.23764 0.81474 -4.70232 0.106
H 3.25644 -0.43045 -4.01505 0.110
H 4.04605 2.24120 -5.15739 0.104
H 4.90422 0.71676 -5.20040 0.106
H 4.86625 2.82042 -3.02040 0.091
H 6.24433 2.04247 -3.75583 0.110
H 5.95560 1.18632 -1.48317 0.081
H 5.64336 -0.09823 -2.62084 0.122
H 4.19451 -0.95606 0.55131 0.089
H 2.86478 -0.13233 2.51528 0.078
H 4.32173 0.61834 3.13504 0.097
H 3.70261 -2.32737 2.74974 0.095
H 4.37974 -1.51841 4.15459 0.110
H 5.74060 -2.53548 1.66637 0.118
H 6.32226 -2.54633 3.31737 0.106
H 7.67296 -0.92190 2.05466 0.107
H 6.63670 -0.02345 3.14266 0.110
H 6.39984 -0.37330 0.13716 0.108
H 6.35116 1.11039 1.07161 0.094
```

2S+1 = 1
Relative energy (zero: lowest compared OMol25 entry of this formula, charge and spin) = 0.004 eV
HOMO energy = -8.01 eV
LUMO = 0.1 eV
DFT total energy = -67947.068 eV
Kohn-Sham gap = 8.13 eV



This record from OMol25 describes a structure of composition C41H60BN2O3P2RuS at a distorted geometry. The level of theory is ωB97M-V/def2-TZVPD.

The geometry in XYZ format:
```
111
Properties=species:S:1:pos:R:3:lowdin_charge:R:1
Ru -0.40370 0.20357 0.27396 0.869
C 2.63150 0.08007 4.46056 -0.080
C 2.18780 0.04967 2.99686 -0.648
C 3.26150 0.73627 2.15186 -0.084
C 2.05190 -1.41493 2.55736 -0.090
P 0.48760 0.79467 2.54986 1.155
C -0.59020 -0.12743 3.77126 -0.234
N -1.20760 -1.15433 2.98446 -0.023
B -1.39170 -1.07053 1.57766 -0.602
N -2.03240 -2.28753 1.20846 -0.027
C -2.47490 -2.57413 -0.12224 -0.249
P -1.49460 -1.40583 -1.21334 1.120
C -0.30180 -2.63353 -2.04214 -0.650
C -0.87160 -3.87743 -2.72364 -0.075
C 0.58190 -3.07373 -0.86714 -0.097
C 0.54000 -1.86053 -3.05824 -0.079
C -2.83710 -0.79433 -2.40114 -0.667
C -3.78310 0.03507 -1.53164 -0.111
C -3.60890 -1.90643 -3.10304 -0.071
C -2.20510 0.13607 -3.43594 -0.094
C -2.24190 -3.05273 2.32946 -0.158
C -2.80720 -4.30523 2.49486 -0.012
C -2.84920 -4.84143 3.77196 -0.100
C -2.34900 -4.14033 4.86086 -0.100
C -1.79230 -2.87933 4.71396 -0.011
C -1.73090 -2.33863 3.44136 -0.161
C 0.42650 2.60197 3.15556 -0.583
C -1.08310 2.92307 3.16046 -0.252
C 0.99070 2.89247 4.54346 -0.069
C 1.13350 3.47407 2.11526 -0.080
H 3.43220 -0.64663 4.59356 0.091
H 1.83590 -0.17883 5.15226 0.064
H 3.02540 1.05187 4.73806 0.064
H 4.14100 0.09637 2.08746 0.091
H 3.56950 1.68007 2.59656 0.072
H 2.90290 0.94117 1.14586 0.052
H 3.02340 -1.90563 2.57366 0.094
H 1.65740 -1.46653 1.53956 0.040
H 1.37940 -1.97493 3.20286 0.083
H -1.35290 0.53567 4.18916 0.103
H -0.01440 -0.56633 4.59126 0.085
H -3.54950 -2.37713 -0.21604 0.095
H -2.29800 -3.62273 -0.38024 0.087
H -1.54790 -4.44523 -2.09014 0.070
H -0.03370 -4.52753 -2.97714 0.094
H -1.38940 -3.63483 -3.64654 0.063
H 0.03020 -3.69823 -0.16484 0.083
H 0.94780 -2.19153 -0.33114 0.032
H 1.44090 -3.64133 -1.22414 0.093
H 0.04340 -1.80473 -4.02384 0.076
H 1.50140 -2.34673 -3.21224 0.096
H 0.73520 -0.84843 -2.71104 0.051
H -4.40290 -0.57173 -0.87794 0.080
H -4.44670 0.63457 -2.15194 0.103
H -3.19940 0.71467 -0.91014 0.001
H -3.98760 -2.64743 -2.40434 0.076
H -2.98650 -2.40933 -3.83444 0.062
H -4.45650 -1.47603 -3.63494 0.094
H -1.58150 0.88377 -2.94434 0.024
H -2.98580 0.66007 -3.98834 0.093
H -1.60020 -0.41713 -4.14944 0.067
H -3.19600 -4.85173 1.64876 0.107
H -3.28920 -5.81593 3.92356 0.099
H -2.41090 -4.59203 5.83766 0.098
H -1.40600 -2.33823 5.56576 0.107
H -1.50640 2.73897 4.15336 0.123
H -1.53100 2.36827 1.35416 -0.053
H -1.25220 3.97827 2.91096 0.138
H 0.68610 2.14197 5.26996 0.080
H 0.61500 3.86097 4.87986 0.094
H 2.07480 2.95607 4.52276 0.072
H 0.77980 3.25287 1.10656 0.043
H 2.20910 3.31807 2.13036 0.067
H 0.95090 4.52837 2.32556 0.093
O -4.35190 1.15627 1.52076 0.184
C -4.01600 2.07877 0.87596 -0.159
O -1.77030 2.08997 2.26766 -0.200
C -3.81720 3.17547 0.13866 -0.235
C -4.89320 4.13957 0.12166 -0.038
C -4.78400 5.29957 -0.59274 -0.108
C -3.62600 5.58827 -1.31714 -0.100
C -2.57470 4.67717 -1.32474 -0.141
C -2.63290 3.48987 -0.62824 -0.574
S -1.22780 2.43327 -0.74804 0.667
H -5.77990 3.91227 0.69746 0.112
H -5.61330 5.99397 -0.60834 0.102
H -3.53510 6.50787 -1.87224 0.094
H -1.67750 4.89087 -1.88794 0.097
C 5.97410 0.50267 -5.57204 -0.067
C 5.01190 0.35967 -4.43474 -0.286
C 3.92450 1.22157 -4.29624 -0.026
C 3.04620 1.12417 -3.24314 -0.205
C 1.86660 2.04257 -3.17654 -0.051
C 3.26440 0.13857 -2.22794 -0.150
C 2.45840 0.02867 -1.08664 -0.301
O 1.42700 0.73787 -0.77044 -0.321
C 4.37140 -0.75773 -2.38234 -0.222
C 4.69320 -1.82343 -1.37174 -0.057
C 5.19410 -0.63253 -3.47544 -0.035
H 5.46850 0.84087 -6.47424 0.071
H 6.47000 -0.44383 -5.77964 0.070
H 6.74140 1.23897 -5.32444 0.078
H 3.77460 1.98787 -5.04664 0.112
H 1.88450 2.75107 -4.00344 0.076
H 1.84670 2.59227 -2.23634 0.073
H 0.93380 1.47807 -3.22844 0.060
H 2.75950 -0.74533 -0.37244 0.076
H 5.17840 -1.38523 -0.49684 0.083
H 5.38480 -2.54173 -1.80664 0.073
H 3.81020 -2.36153 -1.03144 0.057
H 6.02170 -1.32043 -3.59224 0.109
```

2S+1 = 6
<S²> = 8.8398
Relative energy (zero: lowest compared OMol25 entry of this formula, charge and spin) = 2.070 eV
HOMO energy (spin up / spin down) = -4.85 / -7.63 eV
LUMO (spin up / spin down) = 0.5 / -1.5 eV
DFT total energy = -85284.184 eV
Kohn-Sham gap (spin up / spin down) = 5.32 / 6.11 eV